50
Properties=species:S:1:pos:R:3:forces:R:3 method="wB97M-V/def2-TZVPD" smiles="Cc1noc(C)c1S(=O)(=O)N1CCC[C@H](C(=O)NC[C@H]2CCCO2)C1" charge=0 e_lumo_ev=0.534 e_above_lowest_kcal_mol=5.6 orbital_gap_ev=10.03
C -1.7719 -2.6845 -3.9391 -0.01 -0.02 -0.24
C -0.4326 -2.7224 -3.3158 0.41 0.02 0.20
N 0.6825 -2.7825 -3.9880 -1.00 -0.02 -0.97
O 1.7057 -2.7976 -3.0930 0.43 0.01 1.06
C 1.2158 -2.7474 -1.8476 -0.66 0.03 0.27
C 2.1432 -2.7578 -0.6952 0.12 -0.02 -0.16
C -0.1511 -2.6952 -1.9189 0.31 -0.03 0.38
S -1.3603 -2.6102 -0.6371 0.68 0.14 -0.61
O -2.3762 -3.5841 -0.8942 -0.20 0.16 -0.12
O -0.6657 -2.6611 0.6244 -0.06 0.11 -0.15
N -1.9840 -1.0916 -0.9577 0.27 -1.01 0.06
C -3.4159 -0.9268 -0.8033 -0.65 -0.33 0.19
C -3.8133 -0.7187 0.6568 0.07 0.21 -0.16
C -3.0298 0.4468 1.2559 0.09 -0.17 0.10
C -1.5305 0.1808 1.1118 -0.14 0.38 -0.13
C -0.6960 1.3483 1.6159 -0.20 -0.57 0.00
O -0.9880 2.5086 1.4099 -0.17 0.36 -0.14
N 0.4156 0.9720 2.2851 0.44 -0.18 0.12
C 1.3994 1.9108 2.7667 0.47 0.23 0.04
C 2.6583 1.9383 1.8769 -0.42 -0.27 0.03
C 2.3601 2.5114 0.4742 0.06 -0.05 0.06
C 3.3498 3.6726 0.3375 0.10 -0.05 0.24
C 3.6449 4.0057 1.7994 0.01 0.27 -0.24
O 3.6547 2.7570 2.4618 0.05 -0.13 0.17
C -1.2033 -0.0255 -0.3764 0.49 0.25 0.32
H -2.4212 -3.3961 -3.4336 -0.07 -0.03 -0.08
H -2.2021 -1.6915 -3.8166 -0.07 0.05 -0.02
H -1.6962 -2.9196 -4.9964 -0.06 0.00 -0.06
H 2.7701 -1.8670 -0.7079 0.04 0.05 0.03
H 1.5604 -2.7929 0.2210 0.10 0.00 0.00
H 2.7966 -3.6263 -0.7530 0.04 -0.05 0.04
H -3.8775 -1.8288 -1.2054 -0.16 0.19 -0.06
H -3.7151 -0.0645 -1.4081 0.05 -0.06 -0.01
H -4.8856 -0.5296 0.7193 -0.03 -0.06 0.02
H -3.5903 -1.6335 1.2111 -0.10 -0.06 0.04
H -3.2817 0.5696 2.3107 -0.02 0.08 -0.01
H -3.2752 1.3781 0.7412 -0.01 0.05 0.04
H -1.2683 -0.7358 1.6461 0.00 0.14 -0.01
H 0.6274 -0.0097 2.3700 -0.17 0.03 -0.02
H 0.9297 2.8967 2.7710 0.07 -0.07 0.07
H 1.6941 1.6495 3.7868 -0.05 0.05 -0.06
H 3.0749 0.9235 1.8277 -0.06 0.08 -0.02
H 2.4947 1.7644 -0.3059 -0.03 0.00 -0.04
H 1.3335 2.8730 0.4338 -0.05 -0.02 -0.04
H 2.9364 4.5180 -0.2060 0.01 0.04 -0.07
H 4.2635 3.3421 -0.1571 0.02 0.05 -0.01
H 4.6184 4.4691 1.9605 -0.08 0.04 0.00
H 2.8619 4.6553 2.2148 0.07 0.01 -0.02
H -0.1503 -0.2880 -0.5057 0.07 0.24 -0.03
H -1.4094 0.8972 -0.9282 0.05 -0.06 0.01

***

41
Properties=species:S:1:pos:R:3:forces:R:3 method="wB97M-V/def2-TZVPD" charge=-1 e_lumo_ev=2.199 e_above_lowest_kcal_mol=134.0 orbital_gap_ev=7.35
F -0.7044 -0.9222 -1.5543 0.16 -0.03 0.15
C -0.6894 0.8736 4.8789 -5.13 -4.68 -2.26
O -1.8337 0.3604 4.8887 0.68 1.29 0.30
N 0.1290 0.5785 3.9118 3.26 -0.58 -3.29
N -0.1951 1.5601 5.8192 1.61 3.24 4.05
H -0.0848 -0.0535 3.1535 -0.45 0.14 0.42
H 1.1003 0.8507 3.9608 -0.23 0.00 -0.16
H -0.8505 1.7774 6.5562 0.72 0.14 0.19
H 0.8028 1.7162 5.8093 -0.48 0.42 0.71
C 0.1521 4.8568 -3.6824 -0.28 2.41 -2.54
O -0.4986 5.8513 -3.8733 -1.08 2.83 0.03
N 1.3172 4.6754 -4.2713 3.59 -1.44 -0.69
N -0.3674 3.8628 -3.0632 -1.08 -3.18 2.57
H 1.8917 3.9296 -3.9054 0.13 0.13 -0.30
H 1.7967 5.3297 -4.8730 -0.68 0.14 0.42
H 0.0179 2.9325 -3.1420 -0.62 0.04 0.51
H -1.2150 4.1550 -2.5980 0.00 -1.02 0.03
C 4.1622 0.4189 -2.5961 1.75 0.92 0.06
O 5.3308 0.3879 -2.8374 3.92 -0.30 0.13
N 3.6789 0.9476 -1.5109 -0.79 1.75 4.05
N 3.3281 0.0294 -3.4850 -3.85 -1.76 -2.79
H 4.3866 1.0999 -0.8065 -0.35 0.24 -0.05
H 2.7129 0.9921 -1.2195 0.14 -0.33 -0.25
H 3.7517 -0.6996 -4.0411 -0.69 0.09 -0.33
H 2.3959 -0.0687 -3.1088 -0.39 -0.71 -0.76
C -5.4576 -1.3520 0.4177 -3.38 -1.90 3.76
O -6.4605 -1.4414 1.1430 -0.31 -1.45 -1.00
N -4.7243 -2.2691 -0.1835 0.53 -1.98 -1.37
N -4.8774 -0.2153 0.3682 3.63 5.79 -0.61
H -3.8782 -1.8490 -0.5409 0.24 -1.37 -0.42
H -4.8816 -3.2638 -0.1065 0.06 0.49 -0.12
H -4.9932 0.4377 1.1299 -0.58 -0.27 -0.20
H -3.9012 -0.2761 0.1160 0.06 0.71 -0.16
C 1.3035 -4.6488 1.5565 0.14 2.85 -1.52
O 1.7250 -5.1771 2.5022 3.27 -3.11 4.79
N 1.8798 -3.6429 0.9021 1.31 0.95 -0.70
N 0.1064 -4.8796 1.1457 -4.78 -1.56 -1.96
H 2.8228 -3.4377 1.2000 -0.36 0.48 -0.59
H 1.3377 -3.2362 0.1531 0.93 0.61 -0.03
H -0.2678 -5.7588 1.4729 -0.35 0.38 -0.25
H -0.2494 -4.4315 0.3134 -0.25 -0.40 0.16

***

44
Properties=species:S:1:pos:R:3:forces:R:3 method="wB97M-V/def2-TZVPD" smiles=CC1CCN(CCOCCOc2ccc(Cl)cc2Br)CC1 charge=0 e_lumo_ev=-0.184 e_above_lowest_kcal_mol=330.0 orbital_gap_ev=7.54
C 4.8419 1.3410 1.4336 1.20 -0.55 -4.07
C 4.3536 0.0546 0.6063 -5.11 1.81 2.21
C 3.4933 -0.9702 1.4148 0.15 7.97 10.32
C 2.8863 -2.1102 0.8652 -3.93 3.95 0.04
N 2.1329 -1.8593 -0.2391 1.23 4.17 -8.58
C 0.7697 -1.5861 -0.4627 -1.20 -1.33 6.60
C 0.1085 -0.3525 0.2576 0.20 -3.45 5.48
O 0.3601 0.8045 -0.3548 -1.80 4.02 -1.84
C -0.5726 1.2404 -1.4349 -4.59 -10.27 5.07
C -2.0516 1.5392 -1.1764 3.18 -0.82 -0.05
O -2.6537 0.0820 -0.9072 -0.19 7.44 -0.16
C -3.9491 0.4372 -0.3833 3.48 -5.21 -2.43
C -4.7269 1.5012 -0.4397 -5.16 4.61 4.00
C -6.1153 1.4381 0.2053 3.55 0.27 -3.07
C -6.6060 0.0929 0.4205 -5.47 9.46 1.52
Cl -8.4154 0.2942 1.0102 1.86 -0.98 -0.61
C -5.9563 -0.9798 0.3537 7.40 -1.36 -2.86
C -4.4942 -0.7570 -0.1811 -6.28 -4.31 3.65
Br -3.5941 -2.3976 -0.1355 0.48 -0.18 -0.30
C 2.9829 -0.7948 -1.2526 -4.82 -4.81 -2.73
C 3.4241 0.3153 -0.6073 2.38 9.99 2.56
H 5.5466 1.0669 2.2124 -0.46 -0.04 0.40
H 5.5566 2.0396 0.6540 -2.40 -1.70 2.09
H 3.8985 1.7993 1.7125 0.41 0.65 0.45
H 5.0699 -0.5332 0.3250 5.06 -2.82 -2.11
H 2.7190 -0.2822 2.1245 0.77 -1.04 -2.67
H 3.9364 -1.0545 2.6505 0.08 -1.03 -3.65
H 2.2788 -2.5734 1.4814 -2.31 -2.83 3.70
H 3.6883 -2.5149 0.6298 6.80 -5.97 -2.71
H 0.4277 -1.5468 -1.4179 -0.22 -0.40 -3.18
H 0.3784 -2.5138 0.0583 -0.95 0.89 -0.68
H -0.9807 -0.6235 0.6225 1.77 0.87 -1.32
H 0.6650 -0.2486 1.3947 -1.31 -0.38 -3.01
H -0.0499 1.6735 -2.0227 6.18 7.54 -6.57
H -0.5253 0.3094 -2.1191 -0.92 0.56 0.85
H -2.4124 2.1492 -2.1548 0.10 -1.67 2.68
H -1.8381 2.1189 -0.2030 -1.94 -0.58 -1.16
H -4.3313 2.5225 -0.3585 -0.06 -0.41 -0.91
H -6.6191 2.4970 0.2155 0.50 -2.81 0.36
H -6.4247 -1.8796 0.4088 -0.61 -2.73 0.42
H 2.3460 -0.5753 -2.2978 1.66 -0.91 2.96
H 3.8215 -1.3691 -1.3830 1.99 -1.92 -1.54
H 2.5567 0.9735 -0.2670 1.05 -0.81 -0.12
H 4.0737 1.2323 -1.2586 -1.73 -2.90 0.96

***

58
Properties=species:S:1:pos:R:3:forces:R:3 method="wB97M-V/def2-TZVPD" charge=+2 e_lumo_ev="-5.489 / -8.557" spin_multiplicity=5 e_above_lowest_kcal_mol=0.0 orbital_gap_ev="8.07 / 6.38"
Pd -0.3723 -0.4082 0.3255 -0.38 0.09 0.16
C -2.4915 -2.6526 0.7278 -0.02 -0.02 -0.02
C -2.5096 -1.7542 1.9827 0.01 0.05 0.03
N -2.2279 -0.3360 1.6864 0.06 -0.06 0.00
C -3.3392 0.3649 1.0027 -0.01 -0.03 -0.01
C -2.8406 1.3234 -0.0730 0.01 0.06 0.03
N -1.7996 0.7406 -0.9315 0.11 0.00 -0.01
C -2.2251 -0.1581 -2.0119 -0.01 -0.04 0.04
C -2.6794 -1.5184 -1.4861 0.03 0.05 0.01
N -1.7791 -2.0623 -0.4310 0.02 0.01 -0.04
H -3.5079 -2.9145 0.4310 0.00 0.01 -0.01
H -1.9983 -3.5864 0.9939 -0.02 -0.01 0.00
H -1.7437 -2.0925 2.6775 0.02 0.02 0.01
H -3.4728 -1.8645 2.4878 0.00 0.00 0.01
H -2.0206 0.1382 2.5580 -0.01 -0.01 0.00
H -3.9398 0.9247 1.7215 0.00 0.00 0.01
H -4.0024 -0.3860 0.5790 0.00 0.01 0.00
H -2.3940 2.1997 0.4034 -0.01 -0.04 -0.02
H -3.6935 1.6733 -0.6628 0.00 0.01 -0.01
H -1.2161 1.4957 -1.2872 -0.02 0.00 -0.02
H -1.3650 -0.2883 -2.6697 0.01 0.00 0.00
H -3.0321 0.2794 -2.6078 -0.01 0.00 0.00
H -2.7456 -2.2157 -2.3222 0.02 0.00 -0.01
H -3.6842 -1.4490 -1.0765 0.01 0.01 0.00
H -1.1960 -2.7796 -0.8443 0.00 0.01 0.00
C 2.0109 -2.8507 3.4142 0.03 -0.03 0.00
C 2.9435 -3.4565 2.5865 -0.02 0.00 0.03
C 2.9197 -3.1830 1.2278 -0.02 0.02 -0.06
C 1.9568 -2.3139 0.7383 -0.04 0.06 0.01
N 1.0402 -1.7431 1.5410 0.04 -0.05 -0.04
C 1.0757 -2.0026 2.8477 0.02 0.00 -0.03
C 1.8736 -1.9022 -0.6827 -0.15 0.08 0.20
C 2.1460 -2.7480 -1.7479 -0.03 0.08 -0.18
C 2.0691 -2.2551 -3.0513 -0.03 0.14 0.08
C 1.7338 -0.9147 -3.3090 0.08 -0.32 -0.05
C 1.4724 -0.0641 -2.2562 -0.13 0.19 0.15
C 1.3850 -0.6075 -0.9711 0.49 -0.11 -0.22
H 2.0068 -3.0247 4.4806 0.00 0.00 0.00
H 3.6901 -4.1236 2.9956 0.00 0.00 0.00
H 3.6541 -3.6140 0.5617 0.00 0.00 -0.01
H 0.3347 -1.5070 3.4631 0.00 0.01 0.00
H 2.4303 -3.7777 -1.5710 0.00 -0.01 -0.01
H 2.3145 -2.9064 -3.8802 0.00 0.00 0.01
H 1.7226 -0.5485 -4.3271 0.00 -0.01 0.00
H 1.2861 0.9926 -2.4220 0.00 -0.07 0.01
C 2.9758 5.9463 0.7609 0.00 -0.03 -0.05
C 2.0516 4.9206 0.1947 -0.03 0.11 -0.07
C 1.4609 5.0391 -1.0664 -0.03 -0.07 0.00
C 0.6075 4.0296 -1.4878 0.04 0.22 -0.07
N 0.3420 2.9598 -0.7445 -0.19 -0.01 0.06
C 0.9210 2.9591 0.4611 0.43 -0.25 -0.06
S 0.6960 1.5796 1.5027 -0.08 -0.04 0.06
N 1.7588 3.8650 0.9553 -0.20 0.00 0.11
H 3.3065 6.6534 0.0042 0.00 0.00 0.00
H 3.8376 5.4594 1.2136 0.01 -0.01 0.00
H 2.4630 6.4960 1.5523 -0.01 -0.01 0.00
H 1.6640 5.8913 -1.6993 -0.01 0.00 -0.01
H 0.1258 4.0779 -2.4574 0.03 0.02 -0.02

***

13
Properties=species:S:1:pos:R:3:forces:R:3 method="wB97M-V/def2-TZVPD" smiles=CC[C@H](O)C#N charge=0 e_lumo_ev=0.728 e_above_lowest_kcal_mol=43.7 orbital_gap_ev=11.96
C 2.2694 -0.3491 -0.1637 -0.05 -2.16 0.50
C 0.8541 -0.7210 0.4192 0.87 1.64 1.20
C -0.1322 0.2163 -0.3823 0.69 -1.38 1.49
O -0.0631 1.5458 0.0850 0.61 0.24 0.02
C -1.4811 -0.2642 -0.1225 -3.80 -1.11 -0.50
N -2.5917 -0.6153 0.0265 2.96 0.83 -0.17
H 2.3128 -0.4645 -1.2662 -0.37 0.44 0.55
H 2.5034 0.6278 0.1757 0.47 0.97 -0.16
H 3.0719 -1.0513 0.1675 -0.65 0.56 0.18
H 0.7107 -1.8307 0.3570 -0.46 1.18 0.06
H 0.7186 -0.3041 1.5716 0.58 -1.56 -2.67
H 0.1924 0.1273 -1.4300 -0.69 0.48 0.23
H 0.0759 1.5434 1.0539 -0.18 -0.12 -0.73

***

11
Properties=species:S:1:pos:R:3:forces:R:3 method="wB97M-V/def2-TZVPD" smiles="CNC(=O)C=O" charge=0 e_lumo_ev=0.549 e_above_lowest_kcal_mol=56.2 orbital_gap_ev=9.87
C -0.9511 1.4039 -0.1312 -0.25 0.19 -0.01
N 0.1558 0.5438 0.2556 0.05 -0.31 -0.45
C -0.0874 -0.8130 0.1506 -0.53 -0.22 -1.44
O -1.1089 -1.3511 0.5024 0.28 0.18 -0.60
C 1.2002 -1.6415 -0.1740 -0.15 0.25 2.22
O 1.5918 -1.5754 0.9745 2.06 -0.86 0.61
H -1.8430 1.0931 0.4121 0.09 0.08 -0.06
H -0.7238 2.4409 0.1177 0.00 -0.12 0.03
H -1.1499 1.3301 -1.2094 -0.06 0.10 0.18
H 1.0724 0.8470 -0.0441 -0.15 -0.09 -0.05
H 1.8438 -2.2778 -0.8541 -1.34 0.78 -0.43